Computed, not measured: 12 unconnected molecules or ions with the total composition C36H64Cl22F7N2O3SSi at a distorted geometry, with ωB97M-V/def2-TZVPD.

Structure (ORCA input):
```
! RIJCOSX wB97M-V def2-TZVPD def2/J DEFGRID3
* xyz 1 1
H 8.13 -0.34 2.91
H 11.96 -3.51 0.77
C -2.12 0.59 1.31
H 2.91 -5.96 -4.76
H 4.46 1.67 2.40
H -3.64 -5.70 -1.47
O 5.74 0.68 1.16
C -8.74 -1.54 2.64
H 10.74 -7.78 -3.79
Cl -10.82 5.22 0.23
C -10.25 1.96 -1.93
H -5.41 0.08 -1.63
F -4.21 -0.26 0.45
H -4.61 6.65 3.94
C -9.87 7.11 1.96
F -4.11 0.18 2.61
C 1.13 2.25 1.02
H -3.61 -7.32 -2.17
H 5.54 -3.26 1.31
H 3.11 5.44 2.31
Si 6.36 -0.92 1.23
C 0.35 5.75 2.79
H 7.87 -0.01 -0.55
H -5.61 7.51 1.17
H -11.20 1.57 -2.28
H 1.91 7.07 2.91
C -9.34 0.87 -1.43
H -9.16 -2.14 3.45
H 8.53 -1.58 0.14
H -2.94 10.89 -2.06
H -4.26 5.79 2.44
H -2.92 9.39 -2.99
H -4.99 9.67 -1.56
C 10.14 -5.90 -4.69
O -1.98 4.64 1.42
C -8.33 -2.41 1.47
C -4.50 6.77 2.86
F -1.51 -0.04 0.27
H 6.20 -6.99 0.92
C -4.05 9.30 -1.16
Cl -4.03 -3.05 -3.02
H 10.98 -5.70 1.54
H -3.31 -1.33 -1.59
Cl -3.11 7.83 2.57
H -8.01 -1.81 0.62
C -3.45 -0.22 1.54
H -4.90 -6.63 0.53
C -5.18 -0.64 -2.42
Cl 4.67 -4.20 -3.27
C 3.54 1.34 0.40
H 12.17 -4.82 -0.38
Cl 8.44 -6.01 -4.15
C 7.40 -1.18 2.82
H -5.78 -6.75 -0.99
H -8.65 5.62 1.04
Cl -2.17 -7.11 -0.31
F -3.66 2.40 0.96
H 4.12 -2.19 1.43
C -9.48 6.27 0.77
O -1.69 3.25 3.26
C 4.42 0.85 1.64
C -3.66 -6.76 -1.23
H 8.45 -8.14 0.86
Cl -9.52 2.90 -3.26
H -6.12 -1.05 -2.79
H 5.72 -7.90 -0.52
Cl -6.34 8.81 2.99
Cl -4.15 7.52 -1.16
Cl 7.32 -6.24 -1.00
H 12.07 -6.75 -4.32
Cl 8.05 -9.56 -0.98
Cl 4.83 -6.08 -6.12
H -10.45 2.66 -1.12
N 1.26 6.60 3.52
H 4.19 1.76 -0.40
N 3.16 3.54 1.41
Cl -9.65 -3.47 0.92
F -3.11 -1.50 1.78
C 5.10 -2.31 0.92
S -1.44 3.36 1.84
C 2.57 2.41 0.96
H -7.87 -1.01 3.03
C 11.08 -6.75 -3.86
Cl -5.10 -8.85 -0.22
H -6.56 6.57 2.31
C 0.36 3.33 1.61
C -4.28 -1.72 -1.87
H -0.34 5.30 3.54
Cl 9.35 -4.04 1.87
H 2.82 -3.44 -4.50
C 7.55 -8.57 0.41
Cl -4.41 0.27 -3.74
Cl -9.94 -0.31 2.18
C -4.90 -7.10 -0.45
C 10.44 -5.03 0.86
H 2.98 0.47 -0.01
H 7.10 -1.57 -1.03
H -8.99 7.63 2.34
H 6.78 -1.14 3.74
C -2.90 9.80 -1.99
Cl -11.08 8.35 1.57
H 10.15 -6.25 -5.72
H -3.97 9.62 -0.12
C 2.50 4.59 1.96
H 4.31 -3.31 -5.43
H 10.43 -4.86 -4.67
H 9.84 -5.64 0.20
H -0.23 6.27 2.01
C 3.74 -3.96 -4.77
C 11.44 -4.18 0.10
H 3.98 -0.03 2.15
C 6.57 -7.49 0.02
H -9.77 0.42 -0.54
Cl 11.31 -6.13 -2.20
H 0.63 1.34 0.64
Cl -9.13 -0.45 -2.61
C 3.40 -5.27 -5.45
F -1.31 0.51 2.37
C -2.36 2.08 0.85
C 1.08 4.52 2.09
H 1.77 6.09 4.23
H 4.17 3.63 1.32
C -5.76 7.30 2.22
F -2.03 2.20 -0.45
H -8.36 1.25 -1.17
H 7.10 -9.24 1.14
H -10.27 6.49 2.76
C 7.63 -1.04 -0.21
H -4.74 -2.16 -0.98
Cl -1.32 9.41 -1.26
H 7.95 -2.13 2.73
H -7.51 -3.06 1.76
Cl 10.68 -3.20 -1.18
H -9.18 6.88 -0.07
H 2.72 -5.09 -6.28
H 4.91 -2.40 -0.17
*
```

Results
- Energy above the lowest of the compared OMol25 structures with the same formula, charge and spin: 0.923 eV
- Kohn-Sham gap: 6.3 eV

=====

Computed, not measured: 2 unconnected molecules or ions with the total composition C7H11N3O2 at a distorted geometry, with ωB97M-V/def2-TZVPD.

Structure (ORCA input):
```
! RIJCOSX wB97M-V def2-TZVPD def2/J DEFGRID3
* xyz 0 1
C -0.11 1.99 -0.09
O 2.80 0.18 0.04
O 2.59 -2.16 -0.55
H 0.99 3.23 1.27
H -3.26 -2.71 0.41
H -1.49 -2.67 0.85
H 3.23 -2.07 -1.18
H 1.59 1.56 1.19
H -0.04 2.68 -0.96
H 1.19 -1.11 0.50
H 2.41 0.27 -2.03
C -1.62 0.67 -1.36
C 1.99 -0.94 -0.16
N -2.25 -0.54 -1.15
N -0.97 0.92 -0.20
N -1.11 -0.03 0.70
H 0.39 1.91 2.14
H -1.78 1.28 -2.31
C 0.73 2.17 1.11
C -1.98 -0.91 0.07
C -2.45 -2.09 0.85
H -2.77 -1.78 1.96
C 1.93 0.14 -1.11
*
```

Results
- Energy above the lowest of the compared OMol25 structures with the same formula, charge and spin: 6.450 eV
- Kohn-Sham gap (alpha / beta): 7.3 / 8.6 eV

=====

Computed, not measured: 14 unconnected molecules or ions with the total composition C57H119NO14 at a distorted geometry, with ωB97M-V/def2-TZVPD.

Structure (ORCA input):
```
! RIJCOSX wB97M-V def2-TZVPD def2/J DEFGRID3
* xyz 0 1
H -1.62 2.49 0.11
C -3.78 -0.50 -1.12
C -4.42 -2.73 4.17
C -3.45 1.69 4.20
H 3.45 -2.46 1.13
H -1.50 -0.64 5.45
H -2.03 6.69 0.89
H 5.91 2.07 4.90
H 5.53 -0.41 2.99
H 2.43 -0.38 4.27
H 4.69 -0.51 -4.99
H 5.57 4.03 -2.83
H 3.74 -3.62 -2.37
H 1.32 3.44 4.26
H 5.10 -1.01 1.40
H 3.14 -3.72 -4.70
H 0.61 -3.97 3.81
H 1.81 2.34 2.02
H 2.07 4.55 3.21
C 4.03 1.55 4.37
H 1.34 0.25 2.98
H 5.12 3.35 3.92
H -0.97 -5.48 1.87
C -1.37 -5.76 -0.29
C 0.16 0.73 -4.99
H 5.95 4.51 -0.05
H 4.15 -0.55 -7.24
H 2.76 -1.95 -4.54
C 4.42 -1.52 -6.84
H -6.33 2.07 -1.35
O 4.00 -1.75 2.96
H -1.72 -2.89 6.32
H -0.93 -6.72 -0.09
C -0.56 -3.06 -6.28
H 0.64 -0.32 -3.03
C 4.20 -1.70 -1.46
O -0.33 5.57 0.64
C -0.44 -1.97 4.01
C -7.63 3.54 -0.35
H -7.84 4.39 -1.02
C 0.41 1.91 -2.92
C -2.76 1.50 2.83
C -0.69 -2.52 6.31
H -6.14 -0.41 4.16
C -4.42 -0.34 -3.34
H -2.53 -4.93 1.44
H 5.00 -2.00 -7.65
H -2.88 3.76 4.20
H 0.20 2.74 -5.91
H 7.33 -1.89 -1.05
H -2.67 3.00 5.79
C 3.49 3.48 -1.97
H 3.36 -1.40 -0.82
C 0.29 0.26 0.19
H -2.95 0.53 2.31
H 2.84 2.13 -0.37
C 3.33 -2.71 -5.05
H -4.48 1.97 4.13
C 1.98 0.50 3.82
C 5.78 -3.50 -1.55
H 4.45 1.42 1.71
O 0.30 2.89 -3.90
C 5.57 3.76 -0.73
H 0.77 4.05 -0.11
H -5.60 3.71 -1.09
H -0.79 0.18 -5.02
C -0.09 -3.78 -4.17
H 0.80 0.41 -5.81
H 0.69 -3.73 -3.42
O -0.53 -5.01 -1.18
C -0.14 4.18 0.50
H -4.63 0.28 -4.19
H 0.33 -0.85 5.67
H 6.39 3.11 -1.01
H -1.66 6.24 -0.75
H 2.26 -1.83 -6.72
C 4.26 -3.24 -1.50
H 3.84 -3.74 -0.63
H 4.25 0.57 4.75
H -6.40 0.02 -2.54
C -0.88 -3.62 0.72
C -1.22 -2.74 -4.01
H -7.37 -1.60 3.73
H -4.34 -3.18 1.96
C 5.29 2.28 4.05
H -2.86 2.33 2.12
H 3.45 2.03 5.16
H -0.11 -1.33 3.22
C -6.28 3.79 1.46
H -2.33 -5.83 -0.79
H -2.84 4.51 1.35
H -3.31 -1.48 -1.37
H -1.07 0.55 3.78
H -0.65 -3.76 -7.11
H 3.17 3.05 -2.95
H 6.19 -1.31 -5.56
H -3.47 -0.09 -0.16
C -2.56 2.84 4.72
H -2.50 -3.74 -5.42
C 4.89 4.25 -2.00
C 3.83 0.61 2.11
C -5.56 -1.49 2.40
C -1.27 1.53 3.33
H -1.34 3.60 -1.20
C -6.25 2.93 -0.68
H -6.18 -1.96 1.64
H -3.70 -2.12 4.73
H -2.32 -1.95 -5.81
H -6.27 1.62 1.10
O -5.15 -0.56 -1.07
C 3.76 2.42 -0.91
C -1.51 -4.98 1.07
H -6.33 3.65 2.53
O 5.48 -1.20 -0.98
C -2.52 4.64 0.32
O -1.22 2.50 4.39
H 1.95 0.62 -3.67
H -1.39 -2.37 3.62
O 4.62 3.03 0.02
H -0.80 -1.73 -3.88
H -8.36 2.72 -0.49
H -0.18 -2.11 -6.67
H 4.73 5.33 -1.98
H 1.48 -2.57 4.48
C -1.85 -2.84 -5.42
C 5.09 -1.39 -5.50
H -0.04 1.00 -0.59
H 6.11 -4.02 -0.64
H -5.34 -0.49 2.03
H -0.50 1.79 2.61
H -4.74 2.35 0.82
H 2.73 4.18 -1.65
H 2.08 -1.82 2.18
C 3.17 -2.39 -6.53
H -3.41 4.70 -0.29
H 4.02 -1.29 -2.46
H 1.02 -4.61 0.10
H -1.57 -2.92 0.24
H -4.01 -1.20 -3.84
O 4.71 -2.53 -4.76
O -7.59 3.99 0.98
H -0.67 -0.17 0.60
H 0.15 3.77 1.50
C -0.62 -1.26 5.41
O 0.44 -3.57 -5.44
C 6.40 -2.07 -1.59
H -3.40 -1.79 2.36
O -5.72 -2.36 4.59
O 0.16 -3.51 5.77
C 2.26 3.64 3.76
H -3.68 1.39 -2.15
H 6.14 -4.13 -2.39
H -6.01 -1.71 -2.46
C -4.32 -2.33 2.63
C 3.01 -2.37 2.13
C -6.31 -1.43 3.74
C 4.66 -0.63 2.37
H -5.67 4.65 1.22
H 1.37 1.17 4.42
H 4.24 1.55 -1.35
H 3.40 3.05 2.09
C -1.64 5.89 0.27
C 0.20 -4.08 -0.37
C -5.60 -0.71 -2.41
H -0.47 -3.03 1.56
H 0.57 -3.34 -1.07
N 3.12 1.29 3.26
H 5.83 1.93 3.16
C 2.62 2.60 2.71
H -1.91 -2.95 -3.18
H 3.04 3.87 4.47
C -0.21 2.21 -5.06
H -0.60 1.73 -2.58
C 0.53 -3.08 4.44
H -1.30 2.30 -5.01
H -0.43 -2.42 7.36
H 0.77 -0.65 -0.32
C 0.85 0.58 -3.60
H 3.07 -3.29 -7.15
H -2.44 0.35 -2.72
H 1.11 2.27 -2.20
H 6.52 -1.80 -2.65
H 3.03 0.37 1.42
H 2.86 -3.35 2.57
C -1.43 3.57 -0.10
H -3.41 0.77 4.82
H -4.30 -3.81 4.38
C -5.81 2.56 0.75
O 1.13 0.80 1.13
H -0.46 -4.80 -4.03
C -3.46 0.36 -2.36
*
```

Results
- Kohn-Sham gap: 7.8 eV

=====

Computed, not measured: a molecular structure, C31H26F9N6PPbS2Se, with ωB97M-V/def2-TZVPD.

Structure (ORCA input):
```
! RIJCOSX wB97M-V def2-TZVPD def2/J DEFGRID3
* xyz -1 2
C -2.64 1.83 -2.04
C -1.14 3.22 1.37
F 5.91 3.58 -5.66
C -2.15 2.48 -3.16
N 3.18 2.33 -1.78
H 4.60 -3.58 -1.66
H -3.06 -3.01 -0.69
C 5.28 2.91 -3.50
H -0.91 2.23 -4.89
H -0.36 -0.12 -4.33
H 2.91 0.62 -2.87
C -4.21 3.61 3.68
C 2.63 -4.39 -1.95
H -4.59 4.61 3.82
C -3.34 -1.51 3.81
F 0.28 -1.51 4.88
N 1.78 -2.21 -0.45
C -1.56 -0.12 -2.55
H -1.03 -3.96 -0.65
F 1.86 -3.15 5.22
H 5.54 4.68 -2.30
C 3.55 -3.48 -1.46
H -3.44 -1.40 4.88
H -2.40 3.51 -3.35
H -0.49 -2.99 0.73
P 1.50 -2.14 4.03
F 2.50 -1.02 4.63
C -2.91 -1.89 1.09
C -1.26 -1.57 -2.22
C -2.59 -0.42 3.10
C -1.32 1.77 -4.01
N -2.50 -0.72 1.66
H 4.77 1.05 -4.46
N -2.36 0.56 -1.74
C -2.59 2.09 2.66
H -5.60 2.67 4.99
H 2.94 -5.23 -2.56
C -1.01 0.45 -3.69
C -3.75 -2.63 3.21
F 1.13 -1.09 2.79
F 2.71 -2.74 3.13
S -2.21 4.51 1.91
C 3.07 -2.40 -0.73
H 0.55 -4.93 -1.96
C -4.76 2.52 4.32
H -4.23 -3.40 3.80
N -1.46 2.04 1.84
H -3.28 2.35 -1.33
C -3.18 0.98 3.30
C -2.68 -2.02 -0.38
C 4.97 3.77 -2.46
F 7.19 4.21 -4.03
C 1.29 -4.22 -1.63
S 0.21 3.58 0.37
C 4.54 1.75 -3.66
H -4.73 0.41 4.65
C 6.39 3.21 -4.46
H -1.58 -0.38 3.54
F 0.49 -3.22 3.38
Se 3.42 2.58 2.01
C 0.91 -3.13 -0.85
H -1.99 -0.06 1.09
H -3.87 -3.76 1.32
C -4.25 1.24 4.14
Pb 1.34 1.19 1.16
C -0.52 -3.02 -0.36
F 7.18 2.14 -4.67
C -3.54 -2.85 1.80
H -3.26 -1.25 -0.89
C 3.50 1.51 -2.78
N -1.30 -1.86 -0.80
H 3.75 -1.65 -0.35
H -1.98 -2.21 -2.78
H -0.27 -1.80 -2.62
H 3.65 4.06 -0.79
C 3.91 3.43 -1.63
C -3.12 3.37 2.84
*
```

Results
- Energy above the lowest of the compared OMol25 structures with the same formula, charge and spin: 2.466 eV
- Kohn-Sham gap (alpha / beta): 6.5 / 5.2 eV